The following is a quantum chemistry calculation of an isolated molecule of C4H10O2, from OMol25.

XYZ file:
```
16
Properties=species:S:1:pos:R:3:forces:R:3:mulliken_charge:R:1
C 1.3851 1.4546 -0.1034 0.3 -0.1 0.0 -0.704
O 0.9638 0.2660 0.5945 0.0 0.0 -0.1 -0.527
C 0.1144 -0.5758 -0.1869 -0.2 0.0 -0.1 0.564
C -0.2572 -1.8891 0.5104 0.1 0.1 0.1 -1.493
C -1.1750 0.2428 -0.4828 -0.2 -0.1 -0.3 -0.593
O -1.2710 1.3414 0.3957 -0.4 -0.1 0.3 -0.563
H 1.9031 1.1850 -1.0284 0.2 0.0 0.1 0.303
H 0.5827 2.1629 -0.3649 0.1 -0.6 0.2 0.338
H 2.0490 1.9696 0.5907 0.2 -0.1 -0.2 0.257
H 0.6533 -0.8342 -1.1118 -0.2 0.2 0.0 0.311
H 0.5962 -2.5210 0.7739 0.0 0.3 0.0 0.369
H -0.8818 -2.4664 -0.1880 0.2 0.2 0.1 0.380
H -0.8656 -1.7218 1.4063 0.2 0.1 -0.1 0.330
H -1.1684 0.5896 -1.5235 -0.1 0.1 0.2 0.281
H -2.0621 -0.3815 -0.3308 0.1 -0.1 -0.2 0.357
H -0.5665 1.1778 1.0488 -0.4 0.2 0.0 0.391
```
Forces are in eV/Å.

Results
* SMILES: CO[C@@H](C)CO
* gap between HOMO and LUMO: 0.4017 Eh
* energy: -8404.07026 eV
* energy relative to the best compared isomer or geometry (same formula, charge and spin): 1.477 eV